Entry 1:
79
Properties=species:S:1:pos:R:3 method="wB97M-V/def2-TZVPD" homo_energy_ha=-0.437 e_above_lowest_kj_mol=38.2 orbital_gap_ha=0.3373 total_charge=+1 lumo_ev=-2.7
Br 2.1450 -5.0664 -3.6358
Br -0.0281 -2.5391 -3.6279
Cl 0.3036 -4.9518 2.0682
F -2.5680 -2.3967 -1.8981
O 0.8396 0.7250 -0.7396
N -4.6661 1.0332 0.4647
N -1.2788 -0.9820 -0.6839
N 1.0400 -0.6213 -0.7126
N 0.1579 -2.7969 -0.7506
N 5.0222 1.5506 0.6690
N 0.5323 5.3115 2.2634
C 1.2572 1.3528 0.5183
C 0.9357 5.1887 3.3308
C -5.5872 1.2385 -3.1408
C -3.8729 2.3703 -1.6353
C 0.0142 -1.4149 -0.7134
C -3.3848 -1.9542 0.2548
C 2.1240 -4.9229 -0.7902
C 4.4968 1.2760 -3.0217
C -4.6071 -2.7477 -0.2125
C -4.3161 1.6290 -0.4535
C 0.6047 -3.3259 -2.0090
C 6.0206 2.6303 -1.4894
C -2.1532 -2.1860 -0.5997
C 1.5183 -4.3207 -2.0199
C 1.4908 5.0280 4.6756
C 0.2641 2.4147 0.9434
C 3.6648 4.0355 3.7910
C -1.1362 -3.2149 -0.1244
C -5.0222 2.5601 -2.6328
C 3.0217 5.1161 4.6537
C -1.3283 -5.2610 1.3877
C 5.4612 2.0281 -0.2783
C -2.3666 -4.7639 2.3764
C 4.9856 2.6632 -2.6208
C -1.4706 -4.6961 -0.0222
H 2.3623 -4.1704 -0.0462
H 5.4356 3.1527 -3.4846
H 4.7505 4.1112 3.8260
H -2.1049 -3.7994 2.8062
H -3.1765 -2.1125 1.3087
H 4.1352 3.2756 -2.3151
H -6.3773 1.4159 -3.8687
H 5.3257 0.6424 -3.3406
H -4.8129 0.6388 -3.6239
H 1.0674 5.8032 5.3140
H 3.3883 3.0375 4.1377
H 3.0497 -5.4177 -1.0650
H -0.9097 -5.2926 -0.7361
H 2.2663 1.7452 0.4262
H 3.9900 0.7796 -2.1912
H -6.0173 0.6508 -2.3280
H -3.0535 1.8167 -2.0993
H -3.3551 -4.6826 1.9304
H -1.0139 -2.8887 0.9129
H 3.3650 4.1289 2.7456
H 1.2918 0.5769 1.2810
H -1.4182 -6.3399 1.3136
H -5.1023 -2.2153 -1.0179
H 1.9786 -1.0051 -0.7203
H 0.2053 2.3945 2.0280
H -2.5194 -4.8159 -0.2861
H -5.3270 -2.8431 0.5932
H 0.5614 3.4185 0.6730
H 1.4752 -5.6667 -0.3406
H -3.4834 3.3342 -1.3063
H 6.3537 3.6389 -1.2455
H 3.3859 5.0294 5.6780
H -3.6332 -0.9001 0.1284
H -2.4249 -5.4598 3.2082
H -4.6529 3.1472 -3.4742
H -1.3874 -0.3044 0.0698
H 3.7884 1.3433 -3.8468
H -5.8167 3.1412 -2.1627
H 3.3219 6.1000 4.2906
H -4.3577 -3.7318 -0.5962
H 6.8964 2.0517 -1.7855
H 1.1702 4.0612 5.0671
H -0.7345 2.2211 0.5575

=====

Entry 2:
84
Properties=species:S:1:pos:R:3 method="wB97M-V/def2-TZVPD" homo_energy_ha="-0.283 / -0.283" spin_multiplicity=2 orbital_gap_ha="0.2580 / 0.2733" s2=0.78 lumo_ev="-0.7 / -0.3"
Cr 0.8172 -1.9479 0.2025
S 1.0192 0.2094 1.0382
Si 0.1462 1.6902 -0.1531
O 5.1819 -4.0572 0.8453
O 0.4667 1.5649 -1.7421
O -1.3495 -1.7705 -0.3682
O 0.6128 3.1560 0.3687
O 1.7504 -1.8141 -1.4370
O 0.2863 -3.8895 -0.3350
O 5.9646 -4.0705 -2.0235
O -1.4882 1.5151 -0.0056
O -0.3508 -2.5507 1.8649
O 2.4627 -2.5749 0.9183
O 3.8261 -2.6788 -3.5574
N -1.3669 -5.4086 -0.3110
N -1.3318 -0.9564 3.1393
C -2.7128 -5.8457 -0.6308
C -0.4430 -6.4559 0.0907
C 2.4996 3.3705 1.8219
C 0.8663 5.2376 1.4410
C -2.5644 2.1834 -0.6718
C -3.6179 2.4399 0.3996
C 1.5972 1.9692 -2.5355
C 3.2668 -2.8683 -0.0660
C -1.9709 -1.2103 0.7861
C 4.9642 -3.5766 -1.5615
C 2.8884 1.6592 -1.7882
C 2.8917 -2.4639 -1.3267
C -2.1259 3.4950 -1.3050
C 0.1623 3.1955 2.7202
C -0.4015 -1.1591 4.2347
C 4.5531 -3.5700 -0.0689
C -3.0826 1.2270 -1.7429
C -2.1702 0.2348 3.1928
C 1.4904 3.4603 -2.8309
C -1.8670 -3.0217 -0.8130
C 3.8538 -2.8486 -2.3552
C -0.9152 -4.1600 -0.4462
C 1.0382 3.7287 1.5936
C -1.1556 -1.6073 2.0080
C 1.5057 1.1540 -3.8179
H -3.4889 0.3237 -1.2860
H 3.7465 1.8545 -2.4286
H 0.3996 3.7055 3.6509
H -0.8874 3.3721 2.4905
H 0.4595 -6.0024 0.4913
H -3.2694 -6.0875 0.2776
H -2.9985 4.0135 -1.6996
H 2.3445 3.7827 -3.4230
H -0.1846 5.4886 1.3031
H -1.7002 1.0575 2.6439
H 2.9790 2.2794 -0.8984
H -3.9624 1.4986 0.8291
H -1.9079 -2.9705 -1.9097
H -2.2933 0.5159 4.2354
H -3.2542 -5.0990 -1.1985
H -0.9540 -1.3444 5.1541
H -0.1854 -7.0840 -0.7626
H -2.6510 -6.7435 -1.2491
H -2.2662 0.9473 -2.4043
H -3.1567 0.0378 2.7796
H -1.6392 4.1363 -0.5722
H 2.6243 2.2914 1.8439
H 0.3211 2.1217 2.8568
H -3.0026 -1.5677 0.8730
H 0.5173 1.2694 -4.2601
H -0.9229 -7.0673 0.8545
H -3.8693 1.6936 -2.3346
H 1.6774 0.1010 -3.6086
H -3.2000 3.0521 1.1957
H -1.4299 3.3169 -2.1177
H 0.2412 -2.0051 4.0053
H -1.9632 -0.1225 0.6385
H 0.5831 3.6764 -3.3931
H -2.8795 -3.1626 -0.4271
H 0.2115 -0.2619 4.3427
H 2.2504 1.4900 -4.5369
H 1.2336 5.7567 2.3252
H 2.9052 0.6133 -1.4882
H 2.8501 3.7797 2.7670
H 3.1141 3.7765 1.0198
H 1.4684 4.0318 -1.9071
H -4.4786 2.9592 -0.0186
H 1.4210 5.5916 0.5737

=====

Entry 3:
78
Properties=species:S:1:pos:R:3 method="wB97M-V/def2-TZVPD" homo_energy_ha=-0.414 orbital_gap_ha=0.3180 total_charge=+1 lumo_ev=-2.6
Si 3.1341 3.0152 -1.5717
O -3.0398 -0.9132 2.8087
O 0.6356 -6.0524 -4.0333
O -5.7255 1.7775 2.6007
N -3.3436 -1.2361 5.0001
N 0.5276 -4.1008 -2.9458
N 2.2615 1.4564 -1.2428
N 1.8920 -0.7727 -0.9568
N -6.5736 3.0372 0.9568
N 0.7537 -0.0374 -0.7912
C 4.3489 -0.4299 1.5600
C -6.5705 4.0553 -0.0767
C -4.0833 -1.5228 6.2158
C 0.9393 1.2519 -0.9550
C 2.7751 0.1539 -1.2188
C -1.8923 1.0902 0.9610
C -0.1777 2.2771 -0.7871
C -1.3885 -4.8144 -4.3182
C 4.3722 -1.6819 -0.7203
C 4.4068 -1.7157 0.6977
C -5.5558 2.6622 1.7741
C -3.8082 -1.1709 3.7339
C 1.9846 4.2911 -2.3734
C -5.2734 -1.4200 3.5040
C -0.0046 -5.0521 -3.7675
C -0.0630 -2.8547 -2.5119
C -1.1868 1.6489 0.1502
C -4.2311 3.3690 1.6224
C 4.5023 2.6342 -2.8351
C 3.9828 3.7581 -0.0510
C 4.2387 -0.3126 -1.4262
C 4.4857 -2.9352 1.4097
C 4.5073 -4.1347 -0.7269
C 4.5222 -4.1477 0.6889
C 4.4268 -2.9032 -1.4144
H 4.9336 3.6152 -3.1211
H -1.4048 -3.9059 -4.9230
H 5.0134 4.0341 -0.3676
H -0.7169 2.4261 -1.7477
H 1.4539 -4.3286 -2.6168
H -4.3460 4.4364 1.8201
H 4.3958 -2.9250 -2.5186
H 3.4832 0.2151 1.2977
H -2.3538 -1.0576 5.0746
H 4.5547 -5.1368 1.1718
H 1.4907 3.8352 -3.2561
H -6.8223 3.5877 -1.0303
H 4.3634 -0.4881 -2.5142
H 4.2394 -0.6814 2.6332
H -7.3325 4.7992 0.1617
H -0.1166 -2.8611 -1.4191
H 4.0637 2.1444 -3.7304
H 0.5866 -2.0368 -2.8310
H -5.1355 -1.6978 6.0175
H -1.6688 -5.6537 -4.9487
H -3.9798 -0.6760 6.8957
H -0.1113 -0.5094 -0.5401
H -2.3020 0.2673 1.5714
H -7.4255 2.5216 1.1163
H -5.6051 4.5445 -0.1602
H 3.5108 4.7199 0.2453
H 4.9338 0.4381 -1.0163
H -3.8347 3.2124 0.6186
H 5.3037 2.0173 -2.3888
H 4.5611 -5.0865 -1.2763
H 1.2001 4.6580 -1.6796
H 4.0336 3.0632 0.8146
H -5.4880 -1.3312 2.4427
H -5.8696 -0.6807 4.0395
H 0.1618 3.2681 -0.4472
H 5.3137 0.0975 1.4212
H -2.1116 -4.7355 -3.5045
H -3.6521 -2.4073 6.6869
H 2.5392 5.1926 -2.7045
H -1.0581 -2.7089 -2.9225
H 4.4853 -2.9881 2.5058
H -5.5408 -2.4269 3.8296
H -3.5251 2.9596 2.3402

=====

Entry 4:
82
Properties=species:S:1:pos:R:3 method="wB97M-V/def2-TZVPD" homo_energy_ha=-0.161 e_above_lowest_kj_mol=0.0 orbital_gap_ha=0.2295 total_charge=-1 lumo_ev=1.9
Ba 0.2623 -0.4831 -0.3253
Se -2.3988 -0.5756 2.1411
Cl 4.4754 1.3205 -3.1611
Cl 1.8098 -1.0622 2.2208
Cl 1.3815 0.3325 -2.8283
Si 4.2265 -0.5664 -4.0680
O -0.0922 1.8413 0.6920
O -2.1285 0.5685 -1.3805
O -0.5532 -3.0221 -0.5347
N -3.6986 -2.9880 1.2562
N -1.9973 2.8560 -1.4030
N -2.1191 -3.3655 2.6911
N 0.2143 -5.0165 -1.3630
C -2.7568 -2.3521 2.0229
C -0.7449 2.9170 -2.1481
C 2.8671 -0.6098 -5.3755
C -0.1486 2.3060 4.2769
C 1.3797 -5.8422 -1.6641
C -4.6075 -2.2768 0.3804
C 0.3590 -3.8685 -0.7020
C -2.5842 1.6881 -1.0869
C 5.7550 -0.6680 -5.2050
C 0.6151 4.8671 1.8118
C -2.7849 3.0937 3.8256
C 0.4161 2.3653 1.8165
C 1.1553 6.2042 1.4219
C 4.4351 -1.8973 -2.7521
C -0.9584 2.6743 5.3530
C -2.6573 -4.5896 2.3490
C -3.6497 -4.3523 1.4501
C 2.4431 3.4844 0.7521
C -1.9484 2.8026 2.7398
C -1.0725 -5.4624 -1.8845
C 1.1516 3.6810 1.4959
C -1.0321 -3.1247 3.6145
C -0.6080 2.4804 2.9681
C -2.4345 4.1048 -0.8086
C -2.2790 3.0778 5.1290
H 1.2908 -6.8235 -1.1718
H -0.9925 -3.9460 4.3422
H -2.2908 -5.5053 2.7693
H -0.2602 4.8934 2.4627
H -0.5966 2.0021 -2.7337
H -5.3380 -2.9943 -0.0078
H 2.8143 -1.6098 -5.8328
H -0.5654 2.6039 6.3667
H -1.8352 4.3593 0.0794
H -1.8461 -4.7372 -1.6300
H -3.5253 1.8042 -0.5066
H 1.9850 6.1398 0.7089
H 2.2622 -5.3094 -1.2835
H -0.0799 -3.0281 3.0727
H 0.1034 3.0335 -1.4506
H 1.3896 -3.7014 -0.3153
H 2.2874 2.9771 -0.2171
H -1.0154 -5.5824 -2.9722
H -4.0550 -1.8258 -0.4536
H 3.6626 -1.8751 -1.9687
H 1.4655 -5.9956 -2.7517
H 1.4981 6.7786 2.2935
H 2.9855 4.4214 0.5757
H 0.3526 6.7972 0.9659
H -1.3185 -6.4427 -1.4614
H 5.8597 -1.6492 -5.6885
H -3.4873 4.0187 -0.5207
H 5.6821 0.0870 -5.9976
H 6.6819 -0.4650 -4.6574
H -5.1252 -1.4754 0.9253
H 3.1000 2.8465 1.3647
H -2.3198 2.7493 1.7115
H -3.8331 3.3329 3.6362
H 1.2041 1.6671 2.1621
H -2.3160 4.9029 -1.5489
H 5.4258 -1.7609 -2.2866
H -0.7982 3.8005 -2.7992
H 1.8745 -0.3492 -4.9738
H 0.8561 1.9011 4.4397
H -2.9077 3.3780 5.9694
H -4.3182 -5.0154 0.9376
H 3.1215 0.1136 -6.1659
H 4.4405 -2.8892 -3.2350
H -1.2111 -2.1695 4.1291

=====

Entry 5:
74
Properties=species:S:1:pos:R:3 method="wB97M-V/def2-TZVPD" homo_energy_ha="-0.336 / -0.336" e_above_lowest_kj_mol=0.0 spin_multiplicity=4 orbital_gap_ha="0.2533 / 0.2537" total_charge=+1 s2=3.75 lumo_ev="-2.3 / -2.2"
Er -0.8294 0.9028 -1.5047
P 2.9945 -2.0966 -0.0037
P 1.6105 0.3499 -1.0634
O -1.9372 0.6693 -3.4505
O -2.2318 -0.7877 -1.7941
C -2.3784 2.8122 -0.9352
C 0.1895 2.7094 1.7717
C -2.6201 -0.3052 -2.9375
C -2.3210 0.7370 2.1702
C 0.8278 -1.9008 3.6119
C 2.5368 -1.2054 -1.4701
C -0.3261 4.3887 -0.8348
C -0.4833 -2.5988 3.4033
C -0.9931 -2.9619 2.2164
C -0.8752 2.4173 0.7766
C -2.9093 1.7734 -0.1020
C 4.7825 -1.8619 0.1979
C -3.8569 -0.8268 -3.5763
C 2.3668 -1.4406 1.5785
C -0.0327 -1.2591 0.5910
C -4.2839 1.2222 -0.1770
C 2.9781 1.4576 -0.5779
C 1.3897 0.8380 -2.9090
C 2.7054 -3.8600 -0.1874
C -0.2812 -2.7506 0.9103
C 2.0275 -2.3901 2.7586
C 1.2519 -0.6245 1.0852
C -1.9845 1.5329 0.9557
C -3.1099 3.4649 -2.0494
C -1.1162 3.2063 -0.3949
H -3.7407 -0.7748 -4.6622
H 5.2893 -2.6368 -0.3908
H 3.1874 -0.7901 1.9377
H 0.6551 -3.3112 0.8667
H -0.1670 -1.1975 -0.5240
H 5.0541 -1.9622 1.2571
H -1.4887 0.6870 2.8837
H -1.0313 -2.8106 4.3260
H 2.2762 0.4032 -3.3903
H 0.7285 -0.8072 3.5306
H 1.1056 -2.0746 4.6607
H 2.8508 2.4147 -1.1043
H 1.1874 2.4873 1.3639
H -4.0298 -1.8624 -3.2550
H 2.9555 1.6597 0.5000
H -0.9900 5.2469 -1.0151
H -4.3125 0.2914 -0.7638
H 0.0566 2.1330 2.6979
H 2.9074 -2.4265 3.4232
H -4.7124 -0.1945 -3.2887
H -2.6022 -0.2935 1.9098
H -3.1835 1.1665 2.7086
H 3.9569 1.0374 -0.8532
H 1.8763 -3.4162 2.4109
H 1.1154 0.3276 1.6092
H -1.9533 -3.4942 2.1391
H 0.2211 4.2003 -1.7724
H 5.0865 -0.8679 -0.1572
H 1.9326 -4.0523 -0.9448
H 2.4397 -4.3645 0.7492
H -4.1595 3.6349 -1.7707
H 0.3947 4.6887 -0.0644
H -0.8869 -3.1675 0.0867
H 0.1902 3.7779 2.0494
H 3.4622 -0.9299 -2.0134
H -2.6576 4.4343 -2.2891
H -4.6525 0.9841 0.8304
H 1.3923 1.9252 -3.0740
H -4.9803 1.9376 -0.6353
H 0.5160 0.3759 -3.4229
H -0.8628 -0.6784 1.0090
H 1.9334 -1.8698 -2.1173
H -3.1051 2.8453 -2.9603
H 3.6542 -4.2881 -0.5400

=====

Entry 6:
87
Properties=species:S:1:pos:R:3 method="wB97M-V/def2-TZVPD" homo_energy_ha=-0.320 orbital_gap_ha=0.3125 smiles="C=CN(CCO[C@@]([PH2]=N)(/C(I)=C(/C)I)c1cccnc1)[PH2]=N.O=S1(=O)CCCC1.O=S1(=O)CCCC1.O=S1(=O)CCCC1" lumo_ev=-0.2
I -2.6230 4.5138 -0.0335
I -1.7058 -0.0790 1.6970
S 2.5703 -6.4001 6.1654
S -0.0772 -2.3863 5.4930
S 1.1482 3.0720 -7.8800
P -3.7610 0.2550 -1.0847
P 2.7991 2.4888 -3.0639
O 1.7009 -6.0678 7.2704
O 1.3591 -2.3645 5.6456
O 2.1910 -7.4058 5.2032
O 2.3656 3.7941 -8.1476
O -1.2030 0.8618 -1.4574
O 1.1733 1.7001 -7.4313
O -0.8212 -1.1731 5.2737
N -4.9345 0.6240 -0.1026
N 2.3649 3.9863 -2.9066
N -2.2218 3.6480 -4.3765
N 2.4370 1.4201 -1.7930
C 2.7631 1.9130 -0.5017
C 0.1155 4.0231 -6.7566
C -1.8623 -4.1614 6.2246
C 1.0984 0.8095 -1.8960
C -2.3946 1.5674 -1.1720
C -4.1522 2.7850 -2.5430
C 4.5189 -4.6855 5.5640
C -0.5256 -3.5831 4.2263
C -4.5086 3.5532 -3.6404
C -1.0906 4.4863 -7.5780
C -3.5103 3.9408 -4.5234
C -2.3447 2.4116 0.1079
C -1.2165 -4.7410 4.9596
C -2.0803 2.7811 2.5825
C 3.0258 -4.9039 5.2946
C -1.9039 2.9106 -3.3121
C 0.0608 3.1870 -9.2977
C -2.1108 1.9578 1.3339
C -1.3143 3.4528 -8.6911
C 5.1456 -6.0661 5.8094
C -0.7993 -3.2761 6.8659
C 0.0156 1.5135 -1.0992
C -2.8102 2.4482 -2.3623
C 4.2082 -6.7807 6.7799
C 3.0405 1.0714 0.5029
H -1.7165 2.5315 -8.2639
H 4.1812 2.3545 -3.2909
H -1.1965 -2.5637 7.5851
H 2.4170 -4.0854 5.6661
H -3.0974 -0.9523 -0.8223
H 1.1462 -0.2287 -1.5708
H 4.3423 -7.8595 6.8065
H 0.1158 2.2653 -9.8721
H 0.0144 2.5878 -1.2844
H -1.9680 4.5970 -6.9434
H -2.0175 3.8105 -9.4421
H -2.1891 -4.9449 6.9057
H 2.8273 -5.0650 4.2357
H 2.1690 1.9045 -4.1779
H -2.1118 2.1411 3.4592
H 3.6052 0.1622 0.3521
H 0.3762 -3.9025 3.7091
H 0.8086 0.7774 -2.9446
H 4.2867 -6.3678 7.7852
H 4.6450 -4.0655 6.4535
H 5.2019 -6.6203 4.8701
H 2.7072 1.3220 1.5014
H -4.1964 0.1854 -2.4192
H 0.6968 4.8545 -6.3669
H -2.9398 3.4410 2.6398
H -1.1962 -3.0857 3.5275
H -0.4772 -5.4934 5.2419
H 4.9936 -4.1653 4.7339
H -1.1493 3.3420 2.6448
H -2.7348 -3.5614 5.9557
H 1.9169 4.1533 -2.0138
H -1.9490 -5.2274 4.3175
H 6.1532 -5.9887 6.2150
H 2.8228 2.9836 -0.3240
H -0.8817 5.4609 -8.0245
H -0.1841 3.3690 -5.9409
H -5.5448 3.8163 -3.7780
H -5.0152 -0.1044 0.5986
H 0.1911 1.3352 -0.0412
H -4.9229 2.4614 -1.8522
H 0.3980 4.0279 -9.9028
H -0.0102 -3.8752 7.3230
H -0.8610 2.6487 -3.2062
H -3.7874 4.5221 -5.3946

=====

E
In order: -192927.425; -99265.154; -49578.147; -150235.494; -76927.172; -114210.635
Unit: eV